[1]
This record from the OMol25 dataset describes 7 unconnected molecules or ions with the total composition H14O7. The level of theory is ωB97M-V with the def2-TZVPD basis set.

Positions of all 21 atoms, in Å:
H  -0.5417  -1.6339  -4.1972
O  -0.1020  0.3583  -0.2913
O  -2.8477  2.9143  -0.4680
O  -1.0916  0.5575  4.1653
H  0.3569  0.4461  0.5441
H  -2.1522  2.2627  -0.5571
H  -0.5186  -0.1161  4.5317
O  0.7525  -4.9562  -2.3941
O  -1.1618  4.1649  2.7960
H  0.6620  -0.7168  -4.2407
H  0.5173  -4.0308  -2.4610
H  -2.6413  3.5772  -1.1270
H  -1.2355  3.2132  2.8678
H  -1.5369  4.3707  1.9397
H  4.8013  -0.5898  0.3221
H  3.9044  -1.6505  0.9238
H  -1.9072  0.4734  4.6592
H  -0.0794  -5.4220  -2.4784
O  4.1485  -1.2500  0.0894
H  0.3018  -0.4029  -0.7081
O  0.3711  -1.5690  -3.9162

Atomic forces in eV per Å
H -0.251 -0.027 -0.089
O -0.262 0.218 -0.081
O -0.179 0.129 0.214
O 0.068 0.172 -0.223
H 0.089 0.070 0.245
H 0.284 -0.355 0.010
H 0.180 -0.141 0.077
O 0.151 -0.150 0.082
O 0.153 0.216 0.171
H 0.156 0.214 -0.051
H 0.054 0.361 -0.105
H 0.013 0.172 -0.172
H -0.013 -0.325 0.080
H -0.166 0.010 -0.254
H 0.184 0.186 0.009
H -0.059 -0.164 0.190
H -0.248 0.025 0.099
H -0.175 -0.162 -0.016
O -0.146 -0.016 -0.192
H 0.110 -0.207 -0.223
O 0.059 -0.226 0.228

Computed properties:
LUMO level ... 0.2950 eV
E ... -535.0498 Eh
Net charge ... 0
HOMO ... -11.1 eV
SMILES string ... O.O.O.O.O.O.O
Kohn-Sham gap ... 11.35 eV

=====

[2]
This record from the OMol25 dataset describes 7 unconnected molecules or ions with the total composition H14O7. The level of theory is ωB97M-V with the def2-TZVPD basis set.

Positions of all 21 atoms, in Å:
H  0.2599  -2.7120  -1.9581
H  -0.2066  0.6836  4.2162
O  -0.6682  0.9547  3.4161
H  0.0373  -2.1243  1.3378
H  -2.3777  0.0354  0.3084
H  -0.1133  -0.0415  0.3397
H  0.0240  2.2838  -0.4218
O  0.3639  -1.3219  1.7634
H  2.0006  -0.8926  -2.2728
O  0.3380  -1.7704  -2.1571
H  -3.3063  1.1392  -0.1683
O  2.9163  -0.6413  -2.4988
H  -0.1645  -1.6499  -2.9764
O  -3.3102  0.2721  0.2509
O  -0.3067  0.4665  -0.4698
H  -0.3901  -0.2015  -1.1745
H  2.9014  0.3183  -2.5837
H  1.2610  -1.5391  2.0486
O  0.1442  3.2070  -0.1177
H  -0.3688  0.3347  2.7361
H  0.9660  3.1993  0.3816

Atomic forces in eV per Å
H 0.074 0.112 -0.031
H -0.058 0.007 -0.056
O 0.146 -0.048 -0.092
H -0.040 0.062 0.168
H -0.038 0.283 -0.071
H 0.237 0.188 -0.346
H 0.065 0.490 0.319
O 0.119 -0.232 -0.132
H 0.533 0.105 -0.142
O -0.506 -0.183 -0.227
H 0.076 -0.029 0.094
O -0.371 0.043 0.094
H 0.179 -0.076 0.086
O -0.104 -0.166 -0.070
O -0.317 -0.553 -0.012
H 0.253 0.245 0.455
H 0.024 -0.095 0.045
H -0.085 0.124 -0.080
O 0.017 -0.326 -0.279
H -0.131 0.055 0.278
H -0.070 -0.006 -0.002

Computed properties:
LUMO level ... -0.4694 eV
E ... -535.0657 Eh
Net charge ... 0
HOMO ... -10.6 eV
SMILES string ... O.O.O.O.O.O.O
Kohn-Sham gap ... 10.08 eV

=====

[3]
This record from the OMol25 dataset describes a molecular structure, H14O7Xe. The level of theory is ωB97M-V with the def2-TZVPD basis set.

Positions of all 22 atoms, in Å:
O  -0.6986  2.3843  1.6254
H  3.2525  -0.5432  -3.8916
O  1.9559  3.1184  -1.3576
H  -3.5964  0.2970  -2.6902
H  -1.1412  -2.7033  2.2780
H  1.4558  2.9306  -2.1518
H  -4.0204  -1.1457  -2.8658
O  2.9222  -1.2942  -3.3985
H  3.4552  -0.4062  -0.1659
Xe  -0.6754  -0.2651  -0.6553
H  1.3987  2.8077  -0.6440
O  -0.4527  -2.4365  2.8871
H  2.6084  -0.9211  -2.5747
O  -4.1188  -0.3935  -2.2821
O  -1.2638  0.1042  3.0862
H  -0.6605  -2.8966  3.7004
H  -1.0168  -0.8206  3.0858
H  2.4002  -1.4825  -0.3084
H  -2.1533  0.1148  3.4396
H  -1.6030  2.6426  1.4477
O  2.7275  -0.6839  -0.7222
H  -0.7753  1.5927  2.1580

Atomic forces in eV per Å
O 0.303 0.700 -0.428
H 0.081 0.116 -0.154
O 0.267 0.116 -0.079
H 0.142 0.206 -0.073
H -0.172 -0.209 -0.383
H -0.098 -0.046 -0.190
H 0.011 -0.216 -0.134
O -0.045 -0.299 -0.630
H 0.248 0.198 0.033
Xe -0.074 -0.061 -0.053
H -0.212 -0.098 0.347
O 0.135 -0.010 -0.010
H 0.097 0.138 0.526
O -0.164 0.003 0.211
O -0.389 0.744 0.176
H 0.061 -0.238 0.322
H 0.554 -0.620 -0.101
H -0.141 -0.259 0.105
H -0.227 0.208 0.097
H -0.159 0.097 -0.065
O -0.170 0.118 0.133
H -0.049 -0.587 0.351

Computed properties:
LUMO level ... -0.0096 eV
E ... -864.4146 Eh
Net charge ... 0
HOMO ... -10.6 eV
Kohn-Sham gap ... 10.61 eV

=====

[4]
This record from the OMol25 dataset describes a molecular structure, H15LiO8. The level of theory is ωB97M-V with the def2-TZVPD basis set.

Positions of all 24 atoms, in Å:
H  1.0557  -0.9690  3.7412
O  -1.7631  0.2298  -1.7205
H  1.7815  1.0776  0.9308
O  -2.8643  0.8448  0.7152
O  2.6349  1.5809  0.9953
H  -1.9118  0.0470  -2.5249
O  1.5015  -1.1859  2.9132
H  -0.1208  2.7366  -0.7843
H  0.3598  1.2822  -0.4523
H  2.2344  -1.1179  -1.3338
H  1.3621  -1.0023  0.0129
H  -0.3383  -0.0643  0.2369
H  -0.1106  -3.6482  -1.9429
O  0.2470  0.3385  0.9268
O  -0.7239  -2.9726  -2.1226
H  2.6392  2.4629  0.6564
H  -3.4586  0.2645  0.7981
O  1.7213  -1.6520  -0.6202
H  -2.6374  0.7643  -0.1526
O  0.2655  2.0036  -1.2249
H  1.0136  -0.5627  2.3627
H  -0.4288  -2.3456  -1.4713
H  -1.2049  0.9106  -1.9261
Li  -1.2538  0.9774  1.9868

Atomic forces in eV per Å
H 0.485 -0.511 0.459
O -0.420 -0.149 9.037
H 0.668 1.172 -0.265
O 6.188 7.195 3.306
O 0.318 -1.436 0.801
H -2.867 -3.666 -9.496
O -0.617 0.293 0.783
H -0.437 1.153 0.578
H 0.038 2.019 -1.488
H -1.435 -1.258 2.115
H 0.447 -0.035 -0.175
H 0.637 -0.052 0.929
H 1.178 -1.710 -0.001
O -1.865 -0.054 -0.529
O -1.235 0.844 -0.406
H -0.683 0.449 -0.500
H -7.611 -7.116 1.602
O 0.970 1.222 -1.898
H 1.651 -0.100 -4.532
O 0.530 -2.626 0.821
H 0.228 -0.015 -1.169
H 0.158 0.930 0.361
H 3.319 3.752 0.560
Li 0.355 -0.301 -0.892

Computed properties:
LUMO level ... -0.9928 eV
E ... -618.4265 Eh
Net charge ... 0
HOMO ... -10.3 eV
Kohn-Sham gap ... 9.30 eV

=====

[5]
This record from the OMol25 dataset describes a molecular structure, H15Na2O9. The level of theory is ωB97M-V with the def2-TZVPD basis set.

Positions of all 26 atoms, in Å:
H  1.8127  1.1554  2.2295
Na  1.5352  -1.8644  1.6801
O  2.4621  0.7084  1.6867
H  -2.2283  0.3673  1.0320
H  1.9561  0.3369  0.9641
H  -1.8475  -1.1064  -1.8076
Na  1.8394  -0.9620  -1.9694
H  1.0953  1.1748  -1.9799
H  -0.5659  1.7455  -0.4533
H  -1.8315  -2.5451  0.8134
O  -0.9557  -2.2554  1.0690
H  -0.2661  1.1832  2.5927
O  0.9540  1.2004  -2.9462
O  0.5317  -0.0328  -0.0742
H  -0.2605  0.7336  1.1472
H  -0.9738  0.1043  -2.0581
H  -0.0098  2.1151  -1.8120
O  -0.6231  2.4108  -1.1391
O  -0.8396  1.0586  1.8365
H  -0.0207  -0.4799  -0.7447
O  -3.0340  0.3294  0.5165
O  -1.1405  -0.7860  -2.3677
H  -3.4077  -0.5285  0.7182
H  -0.7581  -1.5335  0.4724
H  3.2590  -0.8159  0.4876
O  3.3173  -1.7135  0.1063

Atomic forces in eV per Å
H 0.029 0.368 0.057
Na 0.349 -0.010 -0.691
O 0.425 -0.140 0.951
H 0.344 0.349 0.693
H -0.600 0.135 -0.948
H -0.449 0.046 0.106
Na 0.621 -0.572 0.875
H 0.476 -0.038 0.552
H 0.100 -0.155 0.440
H -0.162 -0.290 0.140
O 0.152 -0.448 0.296
H -0.284 0.140 0.356
O 0.465 -0.487 -0.430
O -0.189 -0.582 -1.156
H 0.851 -0.707 -1.190
H -0.596 0.717 -0.069
H -0.443 0.850 -0.116
O -0.508 0.307 -0.195
O -0.478 0.612 1.222
H 0.328 0.287 0.699
O -0.450 -0.395 -0.871
O 0.655 -0.539 -0.231
H -0.284 -0.094 0.131
H 0.303 0.704 -0.131
H 0.734 -0.674 -0.431
O -1.387 0.617 -0.058

Computed properties:
LUMO level (alpha / beta) ... -0.5499 / -3.7860 eV
E ... -1010.6917 Eh
Net charge ... 0
HOMO (alpha / beta) ... -8.3 / -8.3 eV
Kohn-Sham gap (alpha / beta) ... 7.71 / 4.47 eV
Multiplicity ... 2

=====

M per entry: 126.1; 126.1; 257.4; 150.1; 205.1 g mol⁻¹